Entry from the OMol25 dataset: 3 unconnected molecules or ions with the total composition C3H11NO4 in a non-equilibrium geometry (wB97M-V/def2-TZVPD).

ORCA input file:
```
! RIJCOSX wB97M-V def2-TZVPD def2/J DEFGRID3
* xyz 0 1
C -0.536 1.603 0.529
C -0.712 0.061 0.585
N -1.562 -0.455 -0.494
C 0.597 -0.563 0.020
O 0.859 -1.633 -0.474
O 1.667 0.396 0.131
H -1.340 2.114 1.044
H 0.400 1.915 0.986
H -0.757 2.097 -0.489
H -0.744 -0.288 1.501
H -2.453 -0.591 -0.401
H -1.348 0.099 -1.344
H 1.616 0.755 0.981
O 1.373 -2.479 2.219
H 1.656 -3.270 1.927
H 1.288 -1.796 1.695
O -1.432 2.564 -2.319
H -2.273 2.668 -2.667
H -0.946 2.077 -3.032
*
```

Kohn-Sham gap in eV: 9.81
Strongest force on any atom in eV/A: 7.65
SMILES: C[C@@H](N)C(=O)O.O.O
LUMO level in eV: 0.39

Here are the natural (NBO) charges for atoms 1 to 2, given in e: -0.651 -0.156